No. 1
{"formula": "C4H12N2", "method": "ωB97M-V with the def2-TZVPD basis set", "symbols": ["N", "N", "C", "C", "C", "C", "H", "H", "H", "H", "H", "H", "H", "H", "H", "H", "H", "H"], "positions_angstrom": [[0.12759, 0.78424, 2.06118], [1.46285, 0.30997, -0.49436], [-0.55354, 0.90583, 0.75264], [-0.72118, -0.12671, -1.55971], [0.02234, -0.08174, -0.28040], [0.01229, -1.51624, 0.28134], [1.53812, 1.19773, -0.96619], [0.45402, -1.50579, 1.32895], [-0.18008, 1.50585, 2.66047], [0.01065, -0.65290, -2.30840], [-1.66773, -0.65930, -1.41997], [1.15456, 0.85953, 1.86428], [-1.60937, 0.58167, 0.89294], [-1.02850, -1.90875, 0.29637], [0.56843, -2.18745, -0.40530], [1.90950, -0.30776, -1.12980], [-0.51212, 1.91817, 0.35044], [-0.98783, 0.88365, -1.92448]], "forces_ev_per_a": [[1.3, -0.9, -1.8], [-0.8, 0.3, 0.9], [-0.5, -1.1, 0.4], [0.3, 0.1, -1.9], [1.7, -0.2, 1.2], [0.3, -0.1, 0.9], [-0.3, 0.5, 0.0], [-0.6, -0.3, -1.4], [-0.1, 0.9, 0.7], [-1.9, 0.9, 1.0], [0.2, -0.1, -0.4], [-1.3, 0.1, 0.5], [0.4, 0.6, -0.1], [0.6, 0.3, 0.3], [-0.1, 0.3, 0.5], [0.4, -1.0, -0.4], [-0.1, 0.2, -0.2], [0.3, -0.4, -0.1]], "lumo_ha": 0.037, "smiles": "CC(C)(N)CN", "total_energy_ev": -7322.6267, "e_homo_ev": -9.127, "gap_ev": 10.124}



No. 2
{"formula": "C6H6Cl2CoN2O3SYb", "method": "ωB97M-V with the def2-TZVPD basis set", "symbols": ["Yb", "Co", "Cl", "Cl", "S", "O", "O", "O", "N", "N", "C", "C", "C", "C", "C", "C", "H", "H", "H", "H", "H", "H"], "positions_angstrom": [[-2.06794, -1.21468, -5.28779], [-0.30702, 0.62234, -0.93474], [-1.79972, -3.12827, -3.89215], [-0.72360, 2.38338, -2.06161], [-1.28249, -0.66423, 0.44633], [2.07234, 1.69111, 0.34240], [1.02732, -2.60437, -6.50753], [0.76572, 0.84976, -6.21373], [0.72800, -0.40058, 2.29350], [-1.20274, 0.33726, 2.99514], [-0.00924, -2.23248, -6.16768], [-0.56311, -0.22805, 1.95788], [1.21043, 1.17476, -0.25683], [-0.21633, 0.30843, -5.94886], [1.04717, 0.16006, 3.59275], [-0.29387, 0.71044, 4.07113], [-0.27377, 1.79783, 4.20348], [-2.16798, 0.64671, 2.91856], [-0.61233, 0.24920, 5.01242], [1.43206, -0.61366, 4.26439], [1.43265, -0.79184, 1.67443], [1.80444, 0.94690, 3.49851]], "forces_ev_per_a": [[-0.3, -1.7, 0.2], [-2.6, 0.3, -2.5], [-0.3, 1.5, -0.6], [-0.2, -0.6, -0.2], [-0.8, -0.9, 1.5], [-4.1, -2.4, -2.9], [-4.6, 1.5, 1.5], [-4.4, -2.4, 1.1], [-0.2, 0.7, 1.0], [1.1, 0.5, 0.3], [4.7, -2.2, -2.0], [0.0, -0.4, -0.9], [7.9, 3.8, 4.5], [4.6, 3.4, -1.1], [-0.8, 0.0, -0.2], [0.1, -0.7, -0.6], [-0.3, 0.2, 0.2], [-0.4, -0.1, 0.2], [-0.2, 0.1, 0.3], [0.3, -0.2, 0.1], [0.0, -0.3, 0.0], [0.3, 0.0, 0.0]], "lumo_ha": [-0.555, -0.635], "total_energy_ev": -120431.2141, "e_homo_ev": [-22.283, -22.692], "gap_ev": [7.187, 5.407], "multiplicity": 6, "charge": 4}